[1]
This record from the Open Molecules 2025 dataset describes an isolated molecule of C2H5N7. The level of theory is ωB97M-V/def2-TZVPD.

```
14
Properties=species:S:1:pos:R:3:forces:R:3
C -0.53217 -1.65142 -0.50510 -1.864 -0.985 0.594
C 1.22862 0.22563 0.19984 -2.016 -0.328 0.780
N 0.68422 -1.87812 -0.23775 -2.653 -3.369 -1.488
N 1.59621 -1.08802 0.10334 3.168 2.316 0.367
N -2.87207 -2.06974 -0.72318 -6.720 1.664 -0.440
N -1.67133 -2.15154 -0.60600 7.708 0.705 0.467
N -0.02428 0.49139 -0.00520 1.218 -2.090 -0.439
N 2.17279 1.03317 0.71658 3.759 -1.739 -0.496
N -0.44842 1.75874 0.17690 -2.256 2.310 0.271
H -3.24791 -1.06077 -0.75755 0.880 -1.353 -0.176
H 3.14322 0.70398 0.38297 -2.029 0.504 1.067
H 2.10420 1.98143 0.53404 -0.696 2.168 -0.356
H -0.83462 1.87122 1.14384 0.621 -0.087 -0.815
H -1.29844 1.83408 -0.42272 0.880 0.285 0.664
```
Forces are in eV/Å.

Computed properties:
multiplicity = 3
E = -12578.1572 eV

---

[2]
This record from the Open Molecules 2025 dataset describes a cluster of 2 separate species, C2H5N7 in total. The level of theory is ωB97M-V/def2-TZVPD.

```
14
Properties=species:S:1:pos:R:3:forces:R:3
C -1.89503 -0.46323 0.59446 -0.119 0.173 1.627
C -2.33703 0.08208 -0.68630 0.889 1.655 -2.194
N 2.45989 -0.74211 0.79959 2.825 2.256 0.649
N 1.93511 1.32888 -0.08740 1.607 2.219 0.202
N 1.41721 -1.08883 0.28791 -1.810 -2.567 0.052
N 0.89072 0.87548 -0.58352 -1.083 -0.841 -0.071
N 2.93193 0.51245 0.21883 1.288 -1.470 0.823
N -1.64236 -1.18454 -0.57797 -0.061 -0.083 -0.798
N 0.75969 -0.49619 -0.66465 0.761 1.380 -0.987
H -1.08494 0.17221 0.96661 -0.087 -0.290 0.219
H -2.43019 -0.95830 1.38062 -0.510 -0.171 0.226
H -3.19939 0.04160 -1.38522 0.107 0.043 1.328
H -1.68346 1.02125 -0.85658 -1.048 -1.559 -0.339
H 3.87785 0.89926 0.59362 -2.757 -0.744 -0.739
```
Forces are in eV/Å.

Computed properties:
multiplicity = 3
E = -12575.9129 eV

---

[3]
This record from the Open Molecules 2025 dataset describes a cluster of 2 separate species, C2H5N7O2 in total. The level of theory is ωB97M-V/def2-TZVPD.

```
16
Properties=species:S:1:pos:R:3:forces:R:3
C -2.38353 -1.60273 -0.70782 0.516 0.701 -0.278
C 0.40800 0.56730 -0.76671 0.550 0.987 0.208
N -3.25206 -2.02303 -1.32154 -0.983 -0.741 -0.284
N 1.32334 0.13149 -0.03416 2.615 3.333 -2.687
N 0.55689 1.70053 -1.57896 0.546 -0.284 -0.827
N -0.71343 -1.39515 1.01888 -2.065 -0.704 0.005
N -1.35491 -0.94440 -0.18611 2.706 0.966 -0.045
N -0.87666 0.09925 -0.83449 -3.947 -0.253 -0.667
N -2.07894 1.47902 0.21376 1.957 -0.770 -1.288
O -1.98792 2.63031 0.08192 0.104 2.013 -0.487
O -2.67162 0.82600 0.98106 -1.395 -1.443 1.363
H 1.17348 -0.55042 0.58399 -1.126 -3.175 2.593
H 1.54214 2.02103 -1.63068 -1.132 -0.437 0.111
H 0.07073 1.70808 -2.50285 0.537 -0.186 1.435
H -0.76034 -0.53584 1.61602 -0.354 -1.313 0.066
H -1.42654 -2.14235 1.27447 1.470 1.305 0.782
```
Forces are in eV/Å.

Computed properties:
E = -16672.9807 eV

---

[4]
This record from the Open Molecules 2025 dataset describes a cluster of 2 separate species, C2H5NO in total. The level of theory is ωB97M-V/def2-TZVPD.

```
9
Properties=species:S:1:pos:R:3:forces:R:3
O 1.41199 -0.03495 -0.46579 1.798 -2.205 -2.115
C 0.54757 0.21431 0.31956 2.548 2.598 0.975
C -0.41713 -0.65730 0.81820 -2.980 -0.561 -1.442
N -1.20441 0.51798 -0.58215 1.136 -2.658 0.857
H 0.62416 1.22804 0.58147 -0.866 1.658 1.696
H -1.08747 -0.41604 1.67705 0.919 -0.279 -0.784
H -0.19481 -1.72153 0.50952 -0.894 1.178 0.332
H -0.84142 -0.02270 -1.40302 -0.732 0.488 0.704
H -2.14808 0.24385 -0.39027 -0.930 -0.220 -0.223
```
Forces are in eV/Å.

Computed properties:
E = -5689.2384 eV

---

[5]
This record from the Open Molecules 2025 dataset describes an isolated molecule of C2H5NO. The level of theory is ωB97M-V/def2-TZVPD.

```
9
Properties=species:S:1:pos:R:3:forces:R:3
C 0.04905 -0.03553 0.31934 -0.859 1.199 -0.420
C -0.87434 -0.81293 -0.45915 0.117 -1.915 1.563
N 1.56317 1.75199 0.02937 0.113 0.651 -0.148
O 0.57517 0.94870 -0.31948 0.249 -0.057 -0.926
H -0.08209 -0.05461 1.34531 0.843 0.264 2.237
H -0.79997 -0.46135 -1.41852 -0.471 0.513 -2.577
H -1.86780 -1.00675 -0.06321 -0.218 0.617 -0.016
H -0.39323 -1.77318 -0.38444 -0.061 -1.115 -0.642
H 1.83005 1.44367 0.95077 0.286 -0.158 0.929
```
Forces are in eV/Å.

Computed properties:
E = -5687.6880 eV

---

[6]
This record from the Open Molecules 2025 dataset describes a cluster of 2 separate species, C2H5NO in total. The level of theory is ωB97M-V/def2-TZVPD.

```
9
Properties=species:S:1:pos:R:3:forces:R:3
N -1.35591 -0.99369 -0.00770 0.100 -0.349 0.629
C -0.52234 -0.97931 0.88520 -0.280 -0.593 0.562
O 0.31659 -0.90335 1.68912 -0.509 -0.050 -0.486
H -2.15186 -1.59872 0.03423 -0.286 -0.263 0.081
C 0.75273 0.89143 -0.50367 0.064 0.304 -0.398
H 0.71730 1.47296 0.42291 -0.069 -0.075 -0.258
H 0.78942 1.54476 -1.36530 0.483 0.394 -0.084
H 1.62374 0.22861 -0.47712 -0.202 0.151 -0.110
H -0.16966 0.33732 -0.67768 0.698 0.480 0.063
```
Forces are in eV/Å.

Computed properties:
E = -5692.1471 eV